[1]
17
Properties=species:S:1:pos:R:3:forces:R:3 method="wB97M-V/def2-TZVPD" e_homo_ha=-0.2859 smiles=COCN(C)C homo_lumo_gap_ev=8.75 relative_energy_ev=3.634 spin_multiplicity=1
C -0.293 0.333 0.737 2.5 -5.9 -2.7
C 0.224 -0.721 -1.614 -0.6 0.1 0.5
C 0.652 -2.084 0.341 -0.5 0.1 0.0
C -0.539 2.545 0.643 3.3 0.0 -0.4
N 0.476 -0.763 -0.197 -0.6 0.9 2.0
O 0.588 1.330 0.518 -4.4 4.9 0.9
H -1.333 0.341 0.368 0.3 0.8 0.0
H -0.238 -0.053 1.761 -0.3 -0.1 0.0
H 0.189 0.316 -1.948 0.1 0.0 -0.1
H -0.733 -1.204 -1.874 0.0 0.0 -0.2
H 1.019 -1.242 -2.153 0.0 0.1 0.1
H 1.452 -2.601 -0.196 0.0 0.0 0.0
H -0.263 -2.693 0.260 0.1 -0.2 0.1
H 0.931 -2.017 1.394 0.0 -0.1 0.0
H 0.099 3.318 1.063 -0.2 0.4 -0.3
H -0.815 2.731 -0.394 0.0 0.0 0.2
H -1.416 2.465 1.291 0.4 -1.0 0.0

***

[2]
15
Properties=species:S:1:pos:R:3:forces:R:3 method="wB97M-V/def2-TZVPD" e_homo_ha=-0.5304 smiles="N[C@@]1([NH3+])CNC1=O" homo_lumo_gap_ev=10.83 relative_energy_ev=1.788 total_charge=+1 spin_multiplicity=1
C 0.605 1.198 0.349 1.4 -1.1 -1.1
C -0.761 -0.282 1.087 -2.1 0.5 0.5
C 0.116 -0.164 -0.200 0.3 -2.8 0.4
N -0.112 0.945 1.465 1.2 3.1 0.6
N 1.056 -1.281 -0.360 -1.8 2.5 -1.0
N -0.535 -0.014 -1.556 0.5 -3.2 1.0
O 1.421 1.963 -0.131 -1.6 -0.5 0.9
H -1.882 -0.095 1.021 1.2 -0.6 -0.4
H -0.615 -1.088 1.852 0.2 0.4 -1.2
H -0.285 1.700 2.110 -0.4 -0.5 0.8
H 0.857 -1.955 0.328 0.7 -1.0 0.9
H 1.978 -0.927 -0.501 0.9 -0.4 0.3
H 0.143 0.594 -1.930 1.1 0.8 -2.0
H -1.412 0.418 -1.579 -1.9 0.9 0.0
H -0.575 -1.011 -1.953 0.3 1.9 0.1

***

[3]
15
Properties=species:S:1:pos:R:3:forces:R:3 method="wB97M-V/def2-TZVPD" e_homo_ha=-0.3061 smiles=ON1CNC[Se]C1 homo_lumo_gap_ev=9.00 relative_energy_ev=0.590 spin_multiplicity=1
C 1.309 0.027 -0.026 -1.3 -1.4 2.3
C -0.910 0.837 -1.207 1.9 2.3 5.7
C -0.600 -1.429 0.753 -0.7 -0.8 -1.3
N 0.614 1.212 -0.304 -4.3 0.6 -3.0
N 0.568 -1.235 -0.044 -0.5 1.6 2.7
O 0.383 1.975 0.805 0.9 2.1 -0.2
Se -2.086 -0.066 0.036 0.4 -0.7 0.5
H 2.027 0.074 -0.761 2.1 -1.1 -1.5
H 1.735 0.213 0.969 0.3 -0.3 -0.1
H -1.322 1.823 -1.339 0.0 0.2 -0.3
H -0.756 0.319 -2.056 1.1 -1.6 -2.7
H -1.070 -2.531 0.653 1.3 2.7 0.3
H -0.419 -1.102 1.788 -0.3 -0.4 -0.3
H -0.242 1.728 1.474 -1.2 -1.5 0.2
H 0.769 -1.845 -0.741 0.4 -1.9 -2.3

***

[4]
89
Properties=species:S:1:pos:R:3:forces:R:3 method="wB97M-V/def2-TZVPD" e_homo_ha="-0.4244 / -0.4312" homo_lumo_gap_ev="6.22 / 5.14" total_charge=+2 spin_multiplicity=6
Ru -0.152 -0.207 1.111 -0.2 -0.2 0.2
C -1.799 0.127 3.968 0.0 -0.1 0.1
N -0.859 -0.842 3.388 0.1 0.1 -0.1
C 0.405 -0.843 4.135 0.0 -0.1 -0.1
C 1.526 -1.570 3.406 0.0 0.1 -0.2
N 1.794 -0.952 2.106 0.2 -0.2 0.3
C 3.017 -1.003 1.565 -0.1 -0.1 0.1
C 4.130 -1.801 1.970 -0.1 0.0 0.0
F 4.026 -2.680 2.961 -0.1 0.1 0.0
C 5.340 -1.757 1.316 0.1 0.0 0.0
F 6.338 -2.524 1.720 0.0 0.0 0.0
C 5.520 -0.923 0.219 0.1 0.0 0.0
F 6.681 -0.877 -0.400 0.0 0.0 0.0
C 4.455 -0.148 -0.232 0.0 0.0 0.0
F 4.605 0.646 -1.291 0.0 0.0 0.0
C 3.254 -0.207 0.416 -0.1 0.2 -0.1
F 2.250 0.540 -0.071 0.1 -0.2 0.0
C -1.486 -2.182 3.295 0.0 0.0 0.0
C -1.992 -2.403 1.877 0.1 0.0 0.0
N -0.868 -2.272 0.944 0.3 0.1 -0.2
C -0.140 -3.390 0.591 -0.2 0.1 0.4
C -0.363 -4.739 0.949 -0.1 -0.1 0.2
F -1.365 -5.093 1.775 0.0 0.1 0.0
C 0.424 -5.793 0.521 -0.1 -0.2 0.1
F 0.119 -7.025 0.915 0.0 0.1 0.0
C 1.523 -5.593 -0.289 0.1 -0.1 0.0
F 2.280 -6.606 -0.692 0.0 0.0 0.0
C 1.807 -4.296 -0.645 0.1 0.2 0.0
F 2.864 -4.018 -1.415 0.0 0.0 0.0
C 1.005 -3.260 -0.207 0.2 0.2 -0.2
F 1.402 -2.017 -0.612 -0.2 -0.1 -0.2
H -2.002 -0.098 5.021 0.0 0.0 0.0
H -2.740 0.090 3.421 0.0 0.0 0.0
H -1.392 1.134 3.902 0.0 0.0 0.0
H 0.285 -1.309 5.121 0.0 0.0 0.0
H 0.698 0.196 4.291 0.0 0.0 0.0
H 1.258 -2.617 3.228 0.0 0.0 0.0
H 2.397 -1.568 4.054 0.1 0.0 0.0
H -2.292 -2.275 4.029 0.0 0.0 0.0
H -0.748 -2.950 3.526 0.0 0.0 0.0
H -2.718 -1.627 1.642 0.0 0.0 0.0
H -2.516 -3.349 1.814 0.0 -0.1 -0.1
S 0.073 2.267 1.875 0.0 0.3 -0.2
C 1.467 3.137 1.444 0.3 -0.3 0.2
N 1.322 4.389 0.920 -0.2 0.1 0.1
C 2.353 5.219 0.658 0.0 0.1 -0.1
C 3.619 4.784 0.881 0.0 0.1 0.0
C 3.740 3.478 1.378 0.0 -0.2 0.1
N 2.723 2.685 1.650 0.0 0.0 0.0
H 0.369 4.710 0.805 0.0 0.0 0.0
H 2.108 6.201 0.278 0.0 0.0 0.0
H 4.476 5.414 0.695 0.0 0.0 0.0
H 4.726 3.065 1.573 0.0 0.0 0.0
N -2.447 0.501 0.781 0.0 0.2 -0.2
C -3.066 1.411 0.445 -0.3 0.3 0.1
C -3.847 2.561 0.066 0.1 -0.2 0.0
C -3.635 3.773 0.720 0.0 0.0 0.1
C -4.399 4.872 0.365 0.0 0.0 0.0
C -5.363 4.759 -0.630 0.0 0.0 0.0
C -5.576 3.545 -1.272 0.0 0.0 0.0
C -4.820 2.438 -0.925 0.0 0.0 -0.1
H -2.896 3.829 1.509 0.0 0.0 0.0
H -4.257 5.814 0.878 0.0 0.0 0.0
H -5.965 5.619 -0.895 0.0 0.0 0.0
H -6.348 3.457 -2.025 0.0 0.0 0.0
H -5.001 1.477 -1.390 0.0 0.0 0.0
C 0.029 0.855 -4.798 0.0 0.0 0.1
N -1.337 1.064 -4.119 0.0 0.0 0.1
C -2.152 -0.234 -4.301 0.1 0.0 0.1
N -1.445 -1.347 -3.787 0.0 0.0 0.0
C -0.143 -1.483 -4.444 0.0 0.1 0.1
N 0.681 -0.283 -4.267 0.0 0.0 0.0
C 1.124 -0.104 -2.878 -0.2 0.0 -0.1
P -0.304 0.069 -1.692 0.1 -0.1 -0.1
C -1.180 1.403 -2.660 -0.1 -0.1 0.0
C -1.334 -1.339 -2.323 0.1 0.1 -0.1
H 0.603 1.766 -4.634 0.0 0.0 0.0
H -0.183 0.733 -5.859 0.0 0.0 0.0
H -1.824 1.825 -4.593 0.0 0.0 0.0
H -2.319 -0.330 -5.373 0.0 0.0 0.0
H -3.099 -0.084 -3.786 0.0 0.0 0.0
H -0.299 -1.650 -5.510 0.0 0.0 0.0
H 0.381 -2.341 -4.028 0.0 0.0 0.0
H 1.766 0.776 -2.806 0.0 0.0 0.0
H 1.720 -0.963 -2.584 0.1 -0.1 0.0
H -0.629 2.341 -2.584 0.0 0.0 0.0
H -2.177 1.562 -2.248 0.0 0.0 0.0
H -2.324 -1.290 -1.868 0.0 0.0 0.0
H -0.883 -2.272 -1.989 0.0 -0.1 0.0